16
Properties=species:S:1:pos:R:3 method="wB97M-V/def2-TZVPD" total_charge=+1 fmax_ev_per_a=4.12 e_above_lowest_kcal_mol=138.68 s2=0.76 homo_ev="-15.0 / -14.8" spin_multiplicity=2 homo_lumo_gap_ha="0.20423 / 0.19856"
O -0.3533 0.1226 1.1608
C -1.8146 0.4637 0.8409
C -1.9550 0.5497 -0.5666
H -1.9222 1.4536 1.3706
H -2.3859 -0.2763 1.3645
H -2.4070 -0.3415 -1.1030
H -1.9826 1.5181 -1.0661
H 2.1455 -2.3341 -0.5540
H 1.2726 -0.3400 -1.3160
O 1.6307 -1.5927 -0.2699
H 2.4178 -0.5314 0.5416
H -0.0374 -0.4816 0.4468
O 2.7275 0.3121 0.9988
H 1.9499 0.6010 1.4508
H -0.1068 0.5035 -1.4589
O 0.8210 0.3733 -1.8403